No. 1
{"formula": "C2H13NO4", "method": "the ωB97M-V functional and the def2-TZVPD basis", "species": ["N", "C", "C", "O", "H", "H", "H", "H", "H", "H", "H", "O", "H", "H", "O", "H", "H", "O", "H", "H"], "coordinates": [[0.021917, -1.901675, 2.225156], [1.085223, -1.282749, 1.350908], [0.885961, -1.313140, -0.154855], [1.951030, -1.327200, -1.056575], [-0.643675, -1.160873, 2.333593], [0.471510, -2.189399, 3.112708], [0.982229, -0.199046, 1.493192], [2.097337, -1.703442, 1.751354], [0.293616, -2.283337, -0.388881], [0.261206, -0.415674, -0.352596], [2.696490, -0.778467, -0.785048], [1.304202, 1.999627, -2.329431], [1.885391, 1.999394, -3.094256], [2.000627, 1.499319, -1.832169], [-1.430856, 4.141316, -0.539167], [-1.477240, 4.183938, 0.400494], [-0.495765, 4.413492, -0.691477], [-3.546476, -1.383415, 0.656439], [-3.680436, -0.516602, 1.066057], [-2.595017, -1.404869, 0.384487]], "forces_ev_per_angstrom": [[1.42, -0.29, -1.20], [1.59, 0.09, 1.83], [-2.61, -2.04, -0.51], [1.07, -0.08, 0.01], [-0.51, -0.13, 0.84], [-0.84, 0.58, -0.78], [1.03, -0.02, 0.85], [-1.55, 0.93, -1.16], [0.72, 1.66, 0.19], [-0.04, -0.65, -0.32], [-0.24, -0.03, 0.26], [2.01, -0.99, 0.63], [-0.62, 0.66, -1.19], [-1.43, 0.35, 0.57], [1.37, 0.37, -1.00], [-0.37, -0.01, 1.21], [-1.01, -0.39, -0.21], [1.14, 0.19, -0.19], [0.11, -0.26, -0.20], [-1.25, 0.05, 0.38]], "lowdin_charge": [-0.013, -0.273, -0.317, -0.067, 0.042, 0.074, 0.092, 0.142, 0.144, 0.110, 0.083, -0.069, 0.029, 0.040, -0.062, 0.005, 0.053, -0.080, 0.032, 0.037], "homo_energy_ev": -9.66, "smiles": "NCCO.O.O.O", "total_charge": 0, "de_lowest_kj_mol": 219.1, "mol_weight_da": 115.1, "e_lumo_ev": 0.3}


No. 2
{"formula": "C5H14N2O", "method": "the ωB97M-V functional and the def2-TZVPD basis", "species": ["C", "N", "C", "C", "H", "H", "H", "H", "H", "H", "H", "N", "C", "C", "O", "H", "H", "H", "H", "H", "H", "H"], "coordinates": [[-0.918692, 2.139608, 1.334322], [-0.111447, 1.509825, 0.531432], [0.900773, 2.345489, -0.175185], [0.964886, 1.982838, -1.668838], [-1.687727, 1.575638, 1.880831], [-0.674815, 3.147315, 1.706379], [1.901590, 2.107923, 0.273052], [0.748849, 3.427057, -0.025337], [1.049262, 0.908104, -1.796830], [-0.004665, 2.254502, -2.189780], [1.791885, 2.441534, -2.195527], [0.425565, -3.483906, 0.771532], [0.142810, -2.015828, 0.592159], [-0.879236, -2.006189, -0.552114], [-1.330741, -0.680570, -0.980989], [0.853208, -3.641086, 1.695189], [-0.539878, -3.846832, 0.883339], [1.014335, -1.402894, 0.331870], [-0.395747, -1.622208, 1.518512], [-1.811379, -2.556049, -0.205685], [-0.454224, -2.543300, -1.397118], [-0.984608, -0.040979, -0.331215]], "forces_ev_per_angstrom": [[2.24, -1.41, -0.30], [-1.61, 2.01, 0.55], [0.93, -0.60, 0.35], [-1.71, 0.07, -0.15], [0.21, 0.17, -0.43], [-0.47, 0.01, -0.53], [-0.79, 0.08, -0.23], [-0.18, -0.30, 0.01], [0.08, -0.18, 0.13], [1.09, -0.13, 0.57], [0.15, 0.31, 0.09], [-0.62, 0.75, 0.75], [-1.44, -0.55, 0.61], [-1.34, 0.97, 0.24], [0.75, -1.20, 0.59], [-0.11, 0.14, -0.60], [0.92, -0.23, -0.10], [-0.06, -0.37, 0.25], [0.95, 0.00, -1.03], [1.02, 0.37, -0.38], [-0.06, 0.08, -0.17], [0.04, 0.00, -0.24]], "lowdin_charge": [-0.018, -0.051, -0.285, -0.104, 0.072, 0.075, 0.118, 0.099, 0.057, 0.094, 0.061, -0.034, -0.281, -0.264, -0.121, 0.063, 0.062, 0.104, 0.120, 0.121, 0.107, 0.006], "homo_energy_ev": -9.53, "smiles": "C=NCC.NCCO", "total_charge": 0, "de_lowest_kj_mol": 275.6, "mol_weight_da": 118.2, "e_lumo_ev": 0.9}


No. 3
{"formula": "C4H8N2S2", "method": "the ωB97M-V functional and the def2-TZVPD basis", "species": ["N", "C", "C", "N", "S", "C", "S", "C", "H", "H", "H", "H", "H", "H", "H", "H"], "coordinates": [[1.505618, -0.493674, -1.121761], [0.222125, 0.212169, -1.118194], [-0.981387, -0.746965, -0.975400], [-1.311639, -1.575268, -0.085132], [-0.496747, -1.738605, 1.438575], [-0.414136, -0.062276, 2.092669], [0.886069, 1.055126, 1.518020], [0.276089, 1.390041, -0.150978], [1.699074, -0.881081, -0.225916], [1.394734, -1.222158, -1.790150], [0.133181, 0.689770, -2.126861], [-1.587260, -0.797733, -1.882040], [-0.288634, -0.193142, 3.143618], [-1.311909, 0.387879, 1.910819], [0.989628, 2.098730, -0.603878], [-0.714807, 1.877187, -0.023392]], "forces_ev_per_angstrom": [[-0.69, 1.06, -0.57], [-0.08, 0.17, -0.17], [0.56, 0.65, -0.43], [0.10, -0.39, 0.74], [-0.20, 0.09, -0.57], [2.30, -0.95, -0.62], [0.34, -0.16, -0.07], [-0.38, 0.49, 0.20], [0.14, -0.42, 0.78], [0.40, -0.85, -0.45], [-0.14, -0.49, 0.65], [-0.14, -0.05, 0.01], [0.13, -0.02, 0.82], [-2.59, 1.17, -0.37], [-0.31, -0.09, 0.46], [0.55, -0.23, -0.40]], "lowdin_charge": [0.050, -0.445, -0.222, -0.291, 0.825, -0.788, 0.817, -0.467, 0.018, 0.067, 0.139, 0.105, 0.019, 0.000, 0.084, 0.090], "homo_energy_ev": -8.53, "smiles": "N[C@H]1C=NSCSC1", "total_charge": 0, "de_lowest_kj_mol": 103.5, "mol_weight_da": 148.3, "e_lumo_ev": 0.6}